# C20H21BIN9OPd

A structure of composition C20H21BIN9OPd (the ωB97M-V functional and the def2-TZVPD basis, the OMol25 dataset).

Geometry as XYZ:
```
54
Properties=species:S:1:pos:R:3:forces:R:3
Pd 0.692327 -0.104211 0.777723 0.05 0.69 0.44
C -2.689970 2.552029 1.659092 0.08 -0.06 -0.06
C -1.560727 1.835505 2.060705 -0.06 0.06 -0.02
N -0.979680 1.279483 1.004143 -0.12 -0.38 -0.02
N -1.709497 1.605543 -0.076509 0.41 0.16 -0.10
C -2.746019 2.376816 0.289973 0.03 0.06 0.10
B -1.237290 1.124889 -1.476777 -0.16 -0.05 0.35
N 0.295884 1.445129 -1.651065 0.03 0.15 -0.17
C 0.920777 2.095091 -2.650146 0.05 -0.12 0.05
C 2.264318 2.193260 -2.368957 0.12 -0.05 0.05
C 2.419385 1.541112 -1.152319 -0.16 0.06 -0.03
N 1.238274 1.087301 -0.742247 0.07 0.12 0.22
N -1.347375 -0.433124 -1.471471 0.04 0.02 -0.23
C -2.112214 -1.301977 -2.153636 -0.03 0.02 -0.12
C -1.773658 -2.584389 -1.775062 0.06 -0.02 0.05
C -0.767108 -2.418927 -0.827379 -0.01 -0.01 -0.04
N -0.523687 -1.124515 -0.663874 0.17 -0.29 0.07
N -2.134637 1.774096 -2.506204 -0.11 -0.27 -0.23
C -2.053211 2.822861 -3.370468 -0.05 0.16 0.13
C -3.278416 2.997063 -3.952992 0.00 0.01 0.03
C -4.083456 2.000684 -3.374574 0.03 0.07 -0.02
N -3.404911 1.279876 -2.507341 0.02 -0.12 -0.01
H -3.365983 3.116849 2.273438 -0.03 0.02 0.03
H -1.149523 1.705150 3.048419 0.00 -0.04 0.00
H -3.450860 2.741893 -0.434963 -0.01 0.00 -0.05
H 0.395919 2.414347 -3.526090 -0.07 0.01 -0.04
H 3.027639 2.656254 -2.965673 0.02 0.03 -0.03
H 3.299293 1.377829 -0.557368 0.05 -0.03 0.00
H -2.848837 -0.946909 -2.849746 -0.01 0.02 0.01
H -2.194576 -3.503657 -2.137232 -0.02 -0.04 -0.01
H -0.208840 -3.155078 -0.273363 0.01 0.00 0.03
H -1.178865 3.432217 -3.485501 0.07 0.01 0.04
H -3.550989 3.743364 -4.676208 -0.02 0.02 -0.04
H -5.123755 1.786900 -3.550796 -0.06 -0.02 -0.01
N 0.937816 -3.055440 3.317665 0.06 0.15 -0.21
C -0.102168 -2.262968 3.065468 -0.02 -0.09 -0.22
O -0.102993 -1.356976 2.221997 0.03 0.03 0.53
C -1.336712 -2.546414 3.879390 -0.23 0.10 0.05
I -3.053604 -1.529751 3.169004 0.00 -0.07 0.03
H 1.805788 -2.903338 2.827287 0.10 -0.01 -0.02
H 0.878809 -3.804590 3.986093 -0.03 0.02 0.01
H -1.167207 -2.223694 4.905749 0.00 -0.02 -0.01
H -1.552339 -3.612171 3.881562 0.01 0.00 0.01
C 5.151805 -1.599353 1.585922 -0.01 0.00 -0.08
C 4.687982 -1.627097 0.276012 -0.07 0.02 0.07
C 3.383864 -1.243527 -0.011193 -0.15 -0.18 -0.12
C 2.536545 -0.834464 1.011379 -0.07 -0.46 -0.51
C 2.990668 -0.828110 2.326033 0.08 0.24 -0.02
C 4.307268 -1.193815 2.605835 -0.06 0.01 0.01
H 6.167635 -1.895060 1.807700 0.02 0.00 0.01
H 5.336812 -1.950937 -0.526804 0.02 0.00 0.00
H 3.027816 -1.288537 -1.035438 0.01 0.05 0.07
H 2.360293 -0.499445 3.142970 -0.09 0.01 0.04
H 4.662188 -1.157066 3.627837 0.00 -0.01 0.00
```
Forces are in eV/Å.

Output
HOMO (spin up / spin down), eV: -11.7 / -11.7
Spin multiplicity: 2
Total charge: +1
HOMO-LUMO gap (spin up / spin down), eV: 8.2844 / 6.9364

# C37H49As3MoN3OPS2

A structure of composition C37H49As3MoN3OPS2 (the ωB97M-V functional and the def2-TZVPD basis, the OMol25 dataset).

Geometry as XYZ:
```
97
Properties=species:S:1:pos:R:3:forces:R:3
Mo -0.257627 -0.426451 0.464642 -0.01 0.25 -0.25
C 0.779773 3.679389 1.847428 -0.02 0.02 -0.03
C 0.219341 2.475592 1.174248 0.08 0.05 0.12
N 0.632089 1.273192 1.393039 -0.17 -0.23 -0.10
N 1.685646 1.034737 2.226458 0.14 -0.10 0.08
C 2.138089 -0.178839 2.012684 -0.08 0.04 -0.07
O 1.588281 -0.974526 1.128053 0.11 0.00 -0.03
C 3.320270 -0.663281 2.728162 0.01 0.03 0.03
C 4.065451 0.209947 3.522750 0.02 0.01 0.02
C 5.182584 -0.254703 4.192730 -0.01 -0.03 -0.01
C 5.558358 -1.588168 4.074613 -0.02 0.02 0.00
C 4.816034 -2.458625 3.287335 0.02 -0.03 0.01
C 3.698239 -1.999723 2.612348 -0.01 -0.02 -0.02
C -0.833591 2.562975 0.159952 -0.07 0.00 -0.03
C -1.418795 3.765158 -0.204546 -0.03 0.08 -0.01
C -2.395297 3.779940 -1.186106 0.00 0.03 0.00
C -2.775845 2.582939 -1.772352 0.00 0.03 0.00
C -2.161301 1.419864 -1.356420 0.04 -0.01 0.05
N -1.196342 1.399297 -0.429166 0.06 -0.06 -0.04
H 1.630850 3.400032 2.458775 0.01 0.00 0.00
H 0.023466 4.138907 2.488623 -0.01 0.00 -0.02
H 1.088372 4.424359 1.111602 0.00 0.00 0.02
H 3.765025 1.245247 3.605679 0.00 -0.01 0.00
H 5.763227 0.419949 4.806764 0.00 0.00 0.00
H 6.433037 -1.949384 4.599283 -0.01 0.00 0.00
H 5.108825 -3.496786 3.203709 0.00 0.02 0.00
H 3.110312 -2.672480 2.002426 0.01 0.01 0.01
H -1.115172 4.679921 0.283913 0.01 -0.01 0.00
H -2.860206 4.711867 -1.479747 0.01 -0.02 0.01
H -3.545511 2.539411 -2.529639 0.00 0.01 0.01
H -2.459844 0.464817 -1.757004 0.01 -0.04 -0.01
C 3.241025 0.452719 -0.866740 -0.03 0.00 0.01
As 1.438428 0.197669 -1.518786 0.01 -0.02 0.01
C 1.163095 1.891394 -2.428421 0.01 -0.01 0.01
C 1.781536 -1.091108 -2.939378 -0.08 0.00 -0.03
C 0.596224 -1.689569 -3.712491 0.01 -0.02 0.00
C -0.389669 -0.588491 -4.115688 0.03 -0.04 -0.02
C -0.115658 -2.772300 -2.896333 0.05 0.07 0.00
As -1.171921 -2.289303 -1.322788 -0.02 0.09 0.12
C -2.953173 -1.979781 -2.048412 0.01 -0.01 -0.01
C -1.431653 -4.079629 -0.633986 0.02 0.01 0.01
C 1.135838 -2.320874 -5.014335 0.00 -0.01 0.02
As 2.339221 -3.910222 -5.170126 -0.02 0.00 0.02
C 1.065222 -5.348031 -4.758955 0.01 -0.01 -0.02
C 3.341633 -3.987129 -3.477441 -0.01 -0.01 0.00
H 3.869145 0.765698 -1.699009 0.00 0.01 -0.03
H 3.618500 -0.476683 -0.448493 0.01 -0.02 0.00
H 3.251320 1.223082 -0.097657 0.01 0.01 0.01
H 1.881966 1.960624 -3.243794 0.01 0.00 -0.01
H 1.356376 2.701626 -1.726523 0.00 0.00 0.02
H 0.156873 1.986601 -2.826422 -0.01 0.00 -0.01
H 2.377960 -1.875182 -2.476002 0.01 -0.02 0.02
H 2.441200 -0.559299 -3.629889 0.01 0.03 -0.01
H -0.813515 -0.085481 -3.239536 -0.02 0.01 0.01
H -1.215529 -1.003193 -4.696622 0.01 0.00 0.00
H 0.101022 0.167706 -4.731548 -0.01 0.00 0.01
H 0.610391 -3.501020 -2.534148 0.00 0.00 0.01
H -0.812650 -3.316333 -3.538488 -0.02 -0.01 -0.01
H -3.326263 -2.922799 -2.444742 0.02 -0.03 0.00
H -2.937398 -1.253503 -2.857810 0.00 0.02 0.00
H -3.615048 -1.642236 -1.251618 0.00 0.01 0.01
H -1.697459 -4.726950 -1.469139 0.00 0.00 -0.02
H -2.235648 -4.072672 0.097889 -0.01 0.00 0.02
H -0.519100 -4.436503 -0.161972 0.00 0.00 0.01
H 1.641530 -1.534985 -5.581647 0.01 0.00 0.00
H 0.281442 -2.619960 -5.631057 0.00 0.01 0.00
H 0.219204 -5.289857 -5.443962 0.00 0.00 0.01
H 0.705887 -5.341240 -3.731192 0.00 0.00 0.00
H 1.571689 -6.295344 -4.940011 0.00 0.00 0.00
H 4.047030 -3.160082 -3.403856 -0.01 0.00 -0.01
H 3.922928 -4.908286 -3.520373 0.00 0.00 0.00
H 2.716623 -4.027707 -2.583962 0.01 -0.01 -0.01
S -0.538975 -2.351074 2.041871 0.01 0.03 0.22
P -2.279252 -1.598958 2.763947 0.06 0.07 0.00
S -2.433075 0.046091 1.565005 -0.20 -0.13 -0.02
C -2.162621 -1.113842 4.479286 0.00 -0.11 -0.01
C -2.943970 -1.742187 5.447815 0.02 0.05 -0.01
C -2.810822 -1.370443 6.778306 0.02 0.00 0.00
C -1.901775 -0.385997 7.134828 -0.01 -0.02 -0.02
C -1.117677 0.235464 6.167274 0.00 0.00 -0.01
C -1.243615 -0.125636 4.839130 0.05 0.02 -0.01
C -3.665991 -2.712522 2.579419 -0.03 0.06 -0.04
C -4.952699 -2.180032 2.497516 -0.02 -0.04 -0.02
C -6.040046 -3.035159 2.416482 0.02 0.00 0.00
C -5.842736 -4.411349 2.422113 -0.01 0.01 0.00
C -4.561792 -4.939225 2.507364 0.04 0.02 0.00
C -3.466112 -4.090425 2.585040 -0.02 -0.03 0.03
H -3.651114 -2.511951 5.170232 -0.02 -0.01 0.00
H -3.415541 -1.853201 7.534045 0.00 0.01 -0.01
H -1.799068 -0.099947 8.173195 0.00 0.00 -0.01
H -0.407108 0.998647 6.454935 0.00 0.00 0.00
H -0.627403 0.352374 4.083024 -0.03 -0.03 0.05
H -5.105148 -1.106776 2.495837 0.00 -0.01 0.00
H -7.040740 -2.629742 2.353131 0.00 0.00 0.00
H -6.694860 -5.075640 2.361913 0.01 0.01 0.00
H -4.414004 -6.010818 2.518375 0.00 0.01 0.00
H -2.464715 -4.499190 2.657345 0.00 0.00 -0.01
```
Forces are in eV/Å.

Output
HOMO (spin up / spin down), eV: -12.7 / -12.7
Spin multiplicity: 3
Total charge: +2
HOMO-LUMO gap (spin up / spin down), eV: 6.6335 / 6.0289

# C4H13NO2

A cluster of 2 separate species, C4H13NO2 in total (the ωB97M-V functional and the def2-TZVPD basis, the OMol25 dataset).

Geometry as XYZ:
```
20
Properties=species:S:1:pos:R:3:forces:R:3
C -1.615019 -0.042074 -0.887359 -0.32 -0.28 -0.04
C -0.935469 -1.273626 -0.272696 1.67 0.51 -0.24
C -0.534367 -1.010872 1.170204 0.06 -0.91 1.04
N 0.259142 -1.750172 -1.060121 -0.88 0.78 0.65
C 1.499619 -1.024548 -0.897903 0.40 -0.49 -1.23
O 1.846124 -0.177059 -1.993644 0.07 0.20 -0.33
H -1.116671 0.935756 -0.896787 0.75 -0.51 0.21
H -1.792261 -0.319704 -1.926333 -0.64 0.34 -0.08
H -2.522166 0.187622 -0.321936 -0.33 -0.31 -0.41
H -1.592357 -2.142226 -0.334879 -0.35 0.30 0.17
H -0.268016 0.013557 1.418345 -0.18 0.20 -0.27
H -1.310719 -1.341819 1.865153 -0.27 0.37 -0.15
H 0.315556 -1.617148 1.501311 0.03 -0.05 -0.38
H -0.026711 -1.765381 -2.036145 0.45 -0.22 0.04
H 1.538740 -0.453945 0.022557 -0.16 -0.13 0.26
H 2.323830 -1.746356 -0.951484 -0.08 0.15 0.46
H 1.107214 0.357815 -2.294152 -0.22 0.05 0.29
O 0.739453 4.402790 2.988951 0.82 -0.70 -0.85
H 0.756377 5.067752 2.285952 -0.11 -0.05 0.26
H 1.327702 3.699639 2.620965 -0.71 0.75 0.58
```
Forces are in eV/Å.

Output
HOMO, eV: -9.0
SMILES: CC(C)NCO.O
HOMO-LUMO gap, eV: 9.4720

In order of appearance, energy relative to the best compared isomer or geometry (same formula, charge and spin) = 0.2153; 0.0000; 1.0948 eV.
In order of appearance, maximum force = 0.0161; 0.0069; 0.0343 Eh/bohr.
In order of appearance, energy = -1793.06247; -9591.68444; -365.40225 a.u..